Entry 1:
{"formula": "C44H60Cl57I2N2O4S", "method": "ωB97M-V/def2-TZVPD", "elements": ["C", "C", "C", "C", "C", "O", "O", "C", "C", "C", "C", "C", "C", "C", "C", "C", "C", "C", "C", "C", "I", "C", "O", "C", "C", "N", "C", "C", "C", "O", "N", "S", "C", "I", "H", "H", "H", "H", "H", "H", "H", "H", "H", "H", "H", "H", "H", "H", "H", "H", "H", "H", "H", "H", "H", "H", "H", "H", "H", "H", "H", "H", "H", "H", "H", "H", "H", "H", "H", "H", "H", "H", "H", "H", "H", "C", "Cl", "Cl", "Cl", "H", "C", "Cl", "Cl", "Cl", "H", "C", "Cl", "Cl", "Cl", "H", "C", "Cl", "Cl", "Cl", "H", "C", "Cl", "Cl", "Cl", "H", "C", "Cl", "Cl", "Cl", "H", "C", "Cl", "Cl", "Cl", "H", "C", "Cl", "Cl", "Cl", "H", "C", "Cl", "Cl", "Cl", "H", "C", "Cl", "Cl", "Cl", "H", "C", "Cl", "Cl", "Cl", "H", "C", "Cl", "Cl", "Cl", "H", "C", "Cl", "Cl", "Cl", "H", "C", "Cl", "Cl", "Cl", "H", "C", "Cl", "Cl", "Cl", "H", "C", "Cl", "Cl", "Cl", "H", "C", "Cl", "Cl", "Cl", "H", "C", "Cl", "Cl", "Cl", "H", "C", "Cl", "Cl", "Cl", "H"], "coordinates": [[-7.58, 7.82, 2.04], [-6.66, 6.86, 1.52], [-5.48, 6.34, 2.45], [-5.80, 5.16, 3.41], [-7.22, 4.44, 3.53], [-8.17, 4.96, 4.16], [-7.41, 3.16, 2.95], [-6.27, 2.79, 2.11], [-6.53, 1.38, 1.32], [-5.35, 0.34, 1.75], [-3.94, 0.86, 1.15], [-2.94, -0.33, 0.70], [-2.79, -0.47, -0.90], [-1.27, -0.39, -1.42], [-0.66, -1.82, -1.89], [-0.82, -2.09, -3.47], [-0.01, -1.04, -4.39], [1.18, -1.68, -5.26], [1.27, -0.95, -6.72], [-4.63, 4.65, 4.33], [-5.10, 3.04, 5.71], [-3.24, 5.33, 4.21], [-2.19, 4.87, 5.02], [-1.25, 4.03, 4.22], [-1.72, 2.52, 4.43], [-0.88, 1.50, 3.74], [0.57, 1.80, 3.79], [1.20, 1.93, 5.27], [2.72, 1.30, 5.27], [0.49, 1.22, 6.30], [-2.97, 6.44, 3.30], [-1.41, 7.24, 3.21], [-4.03, 6.95, 2.44], [-3.66, 8.66, 1.11], [-7.72, 7.94, 3.17], [-8.22, 8.43, 1.31], [-6.76, 6.43, 0.46], [-6.06, 3.56, 1.28], [-5.32, 2.60, 2.74], [-6.37, 1.56, 0.19], [-7.57, 0.97, 1.52], [-5.27, 0.43, 2.90], [-5.62, -0.73, 1.44], [-4.12, 1.63, 0.32], [-3.42, 1.43, 2.02], [-1.91, -0.20, 1.19], [-3.37, -1.31, 1.13], [-3.21, -1.50, -1.19], [-3.37, 0.39, -1.39], [-0.55, 0.06, -0.67], [-1.25, 0.28, -2.36], [-1.18, -2.70, -1.34], [0.46, -1.87, -1.64], [-0.46, -3.16, -3.67], [-1.93, -1.99, -3.75], [0.45, -0.21, -3.76], [-0.77, -0.56, -5.12], [1.14, -2.82, -5.35], [2.18, -1.44, -4.74], [2.23, -0.33, -6.83], [1.20, -1.76, -7.54], [0.40, -0.21, -6.88], [-0.21, 4.27, 4.65], [-1.27, 4.28, 3.11], [-1.86, 2.35, 5.55], [-2.78, 2.44, 3.96], [-1.06, 0.55, 4.09], [1.11, 0.90, 3.29], [0.88, 2.71, 3.14], [1.36, 3.05, 5.50], [3.50, 2.07, 5.60], [3.02, 0.86, 4.26], [2.75, 0.46, 6.05], [0.01, 0.44, 5.95], [-1.60, 8.62, 3.34], [5.36, -1.94, -5.11], [4.70, -0.73, -6.21], [5.81, -1.20, -3.57], [4.20, -3.24, -4.86], [6.26, -2.35, -5.56], [1.77, -4.89, -8.20], [2.74, -4.33, -6.83], [0.12, -4.28, -8.08], [2.51, -4.38, -9.73], [1.74, -5.98, -8.18], [-1.31, -5.33, -11.93], [-2.16, -3.96, -11.20], [-0.13, -4.76, -13.12], [-0.52, -6.31, -10.69], [-2.04, -5.95, -12.45], [-1.92, 12.18, 4.20], [-0.58, 13.14, 4.85], [-1.31, 10.98, 3.05], [-2.81, 11.39, 5.51], [-2.60, 12.84, 3.68], [4.84, 1.29, -0.85], [5.25, 2.86, -1.54], [5.60, 1.08, 0.73], [3.08, 1.11, -0.72], [5.21, 0.51, -1.52], [1.43, 5.05, -1.30], [-0.08, 5.25, -0.39], [2.82, 5.09, -0.21], [1.41, 3.55, -2.23], [1.52, 5.89, -2.00], [-0.68, 0.69, 9.43], [-0.38, 1.28, 11.07], [-0.81, -1.08, 9.42], [-2.14, 1.42, 8.76], [0.16, 0.97, 8.80], [3.77, 5.66, 5.28], [5.18, 4.81, 5.93], [3.32, 5.00, 3.69], [2.40, 5.54, 6.40], [4.02, 6.71, 5.15], [-9.96, 1.78, -1.30], [-10.04, 2.18, 0.42], [-10.15, 3.23, -2.29], [-8.43, 0.97, -1.68], [-10.77, 1.09, -1.53], [6.26, -6.09, -11.28], [6.62, -7.82, -11.23], [4.94, -5.76, -12.42], [5.84, -5.50, -9.67], [7.14, -5.56, -11.62], [-2.61, -3.90, 11.17], [-3.02, -4.10, 12.88], [-0.93, -4.37, 10.87], [-3.71, -4.84, 10.15], [-2.72, -2.85, 10.91], [8.08, -11.56, -12.93], [9.22, -11.96, -11.64], [6.43, -11.47, -12.29], [8.53, -10.04, -13.71], [8.11, -12.35, -13.67], [-0.29, -2.57, 2.24], [0.41, -4.11, 2.74], [-0.54, -1.52, 3.65], [0.74, -1.77, 1.05], [-1.26, -2.76, 1.79], [-6.85, 11.33, -0.03], [-6.04, 12.89, -0.17], [-8.38, 11.50, 0.85], [-7.12, 10.61, -1.62], [-6.20, 10.66, 0.54], [-6.57, -6.14, 12.27], [-6.27, -5.54, 13.91], [-6.70, -7.90, 12.27], [-8.03, -5.40, 11.60], [-5.73, -5.85, 11.64], [8.60, -7.91, -7.93], [9.89, -6.96, -7.18], [9.27, -9.09, -9.07], [7.63, -8.72, -6.69], [7.95, -7.23, -8.48], [5.84, -10.55, -3.43], [6.04, -9.98, -1.77], [5.69, -12.32, -3.47], [4.42, -9.80, -4.18], [6.71, -10.27, -4.00], [9.05, 3.94, 5.37], [10.53, 4.53, 6.13], [8.75, 4.79, 3.84], [9.14, 2.19, 5.09], [8.21, 4.13, 6.04], [10.39, -9.98, -3.72], [11.21, -8.42, -3.79], [8.81, -9.82, -2.93], [10.21, -10.67, -5.34], [11.00, -10.66, -3.13]], "orbital_gap_ev": 6.5378, "charge": 1, "e_tot_ha": -29346.80071}



Entry 2:
{"formula": "C44H60N4O4", "method": "ωB97M-V/def2-TZVPD", "elements": ["C", "C", "O", "C", "N", "N", "C", "O", "O", "C", "C", "O", "H", "H", "H", "H", "H", "H", "H", "H", "H", "H", "C", "C", "C", "C", "C", "C", "C", "C", "C", "C", "C", "C", "C", "C", "N", "C", "C", "C", "C", "C", "C", "C", "C", "N", "C", "C", "C", "C", "C", "C", "C", "C", "C", "C", "C", "C", "C", "C", "C", "C", "H", "H", "H", "H", "H", "H", "H", "H", "H", "H", "H", "H", "H", "H", "H", "H", "H", "H", "H", "H", "H", "H", "H", "H", "H", "H", "H", "H", "H", "H", "H", "H", "H", "H", "H", "H", "H", "H", "H", "H", "H", "H", "H", "H", "H", "H", "H", "H", "H", "H"], "coordinates": [[3.48, -2.11, -6.88], [3.51, -2.37, -5.40], [2.47, -3.38, -5.21], [2.50, -3.81, -3.95], [1.29, -4.53, -3.71], [1.30, -5.43, -2.82], [1.02, -6.73, -3.44], [0.39, -6.87, -4.47], [1.52, -7.68, -2.66], [1.22, -9.05, -3.15], [2.38, -9.94, -2.77], [3.41, -3.54, -3.18], [3.96, -1.17, -7.15], [4.01, -2.92, -7.39], [2.45, -2.11, -7.26], [4.47, -2.76, -5.06], [3.25, -1.47, -4.81], [0.28, -9.38, -2.68], [1.08, -9.01, -4.23], [2.06, -10.98, -2.79], [3.17, -9.84, -3.53], [2.80, -9.71, -1.79], [-0.95, 2.95, -2.19], [-1.34, 1.59, -2.75], [-2.85, 1.40, -2.51], [-1.10, 1.64, -4.26], [-0.55, 0.37, -2.19], [-1.02, -0.87, -2.64], [-0.44, -2.06, -2.20], [0.70, -2.02, -1.41], [1.31, -0.83, -1.04], [2.79, -0.89, -0.52], [2.97, -0.42, 0.92], [3.65, -0.10, -1.50], [3.33, -2.33, -0.45], [0.52, 0.37, -1.27], [0.51, 1.40, -0.26], [-0.56, 1.50, 0.61], [-1.73, 0.79, 0.49], [-2.94, 1.15, 1.21], [-3.40, 2.49, 1.31], [-4.32, 2.82, 2.30], [-4.88, 1.82, 3.10], [-4.58, 0.48, 2.86], [-3.67, 0.14, 1.86], [-0.13, 2.25, 1.69], [-0.79, 2.42, 2.96], [-1.14, 1.30, 3.78], [-0.53, -0.15, 3.83], [-1.53, -1.13, 4.47], [0.75, -0.06, 4.67], [-0.16, -0.77, 2.50], [-2.02, 1.57, 4.84], [-2.09, 2.84, 5.40], [-1.45, 3.88, 4.75], [-1.01, 3.73, 3.43], [-0.92, 5.12, 2.72], [-2.22, 5.90, 3.03], [-0.81, 5.12, 1.21], [0.26, 5.89, 3.32], [1.14, 2.73, 1.39], [1.52, 2.22, 0.20], [0.10, 3.19, -2.38], [-1.58, 3.72, -2.67], [-1.16, 3.01, -1.11], [-3.24, 0.53, -3.04], [-3.05, 1.27, -1.44], [-3.39, 2.29, -2.85], [-1.42, 0.71, -4.75], [-1.65, 2.48, -4.70], [-0.03, 1.78, -4.46], [-1.87, -0.93, -3.31], [-0.85, -3.02, -2.51], [1.14, -2.98, -1.12], [2.29, -0.96, 1.59], [4.00, -0.64, 1.23], [2.84, 0.66, 1.04], [3.77, -0.67, -2.43], [3.20, 0.87, -1.75], [4.65, 0.08, -1.06], [3.36, -2.84, -1.42], [4.36, -2.30, -0.08], [2.76, -2.94, 0.27], [-1.75, -0.08, -0.16], [-3.03, 3.23, 0.59], [-4.62, 3.87, 2.45], [-5.52, 2.09, 3.94], [-5.04, -0.30, 3.47], [-3.47, -0.90, 1.60], [-2.51, -1.04, 3.98], [-1.19, -2.17, 4.32], [-1.63, -0.98, 5.55], [1.47, 0.62, 4.20], [0.53, 0.32, 5.68], [1.21, -1.06, 4.78], [0.57, -0.18, 1.94], [0.28, -1.76, 2.70], [-1.03, -0.95, 1.86], [-2.62, 0.79, 5.31], [-2.63, 3.01, 6.34], [-1.38, 4.84, 5.24], [-2.29, 6.20, 4.08], [-2.26, 6.82, 2.42], [-3.10, 5.30, 2.79], [0.16, 4.75, 0.85], [-1.63, 4.57, 0.74], [-0.89, 6.17, 0.87], [1.19, 5.34, 3.17], [0.35, 6.88, 2.83], [0.13, 6.05, 4.39], [1.67, 3.39, 2.07], [2.46, 2.37, -0.32]], "orbital_gap_ev": 3.9928, "smiles": "CC(C)(C)c1cccc(C(C)(C)C)c1N1C=CN(c2c(C(C)(C)C)cccc2C(C)(C)C)C1=Cc1ccccc1.CCOC(=O)/N=N/C(=O)OCC", "e_tot_ha": -2232.40624}